# 1
# C2H6ClOPS

A 2-piece molecular cluster, C2H6ClOPS overall in a non-equilibrium geometry (ωB97M-V/def2-TZVPD, the OMol25 dataset).

Structure (XYZ):
```
12
Properties=species:S:1:pos:R:3:forces:R:3
C -1.6532 -1.1165 -1.8336 2.23 -1.90 -6.63
C 1.1237 1.4479 1.2424 -0.29 -0.29 0.24
O -2.0203 -0.8011 -0.7424 -2.18 1.65 5.91
P -0.6467 0.9032 1.3987 0.61 -0.08 -0.79
S -0.2384 -1.1222 1.8331 0.35 0.12 0.06
Cl -0.9943 1.6661 3.2441 -0.18 0.42 0.93
H -0.9422 -1.9408 -2.0053 -0.14 0.16 0.20
H -1.3757 -1.5390 1.2961 -0.35 -0.21 -0.05
H -1.9962 -0.6015 -2.7447 -0.03 0.00 0.27
H 1.1737 2.5203 1.4153 -0.01 0.05 -0.02
H 1.7431 0.9280 1.9775 0.02 0.15 -0.07
H 1.4803 1.2223 0.2395 -0.02 -0.05 -0.06
```
Forces are in eV/Å.

Electronic energy in hartree: -1354.64832
Molecular weight in g mol⁻¹: 144.563
LUMO energy (spin up / spin down) in eV: 0.753 / -2.678
Multiplicity: 3
Frontier orbital gap (spin up / spin down) in eV: 7.61 / 6.48
Energy relative to the best compared isomer or geometry (same formula, charge and spin) in eV: 1.168
HOMO (spin up / spin down) in eV: -6.9 / -9.2

=====

# 2
# C30H46F36N9O26S12

A 9-piece molecular cluster, C30H46F36N9O26S12 overall in a non-equilibrium geometry (ωB97M-V/def2-TZVPD, the OMol25 dataset).

Structure (XYZ):
```
159
Properties=species:S:1:pos:R:3:forces:R:3
C 0.1521 9.3196 -3.5858 1.32 0.71 1.50
N 1.5768 9.5432 -2.9024 -0.33 -0.14 -2.43
C 2.5813 10.1259 -3.8971 -0.50 -0.96 1.30
C 1.2882 10.5263 -1.7848 0.73 0.11 -0.59
C 2.2257 8.1668 -2.4227 -3.34 -0.40 -0.32
C 1.9256 6.8959 -3.3644 0.01 -0.19 1.45
O 2.7165 6.8112 -4.4791 0.64 0.85 -1.28
H -0.2010 10.3367 -3.7561 0.03 -0.15 -0.27
H -0.4322 8.9229 -2.7556 -0.24 -0.39 -0.46
H 0.1330 8.7234 -4.4981 0.43 -0.04 0.36
H 2.8301 9.2999 -4.5634 -0.08 0.33 -0.32
H 3.4223 10.2652 -3.2178 0.34 0.67 -0.63
H 2.1901 11.0203 -4.3821 0.19 -0.12 0.11
H 0.9094 11.4787 -2.1556 -0.70 -0.43 -0.69
H 2.2163 10.9382 -1.3884 0.20 -1.05 0.71
H 0.5652 10.0710 -1.1081 0.47 0.18 0.27
H 1.5249 8.1017 -1.5903 0.71 -1.01 0.66
H 3.2654 8.2713 -2.1125 -0.19 0.30 -0.25
H 0.8830 6.6945 -3.6102 -0.46 1.26 -0.27
H 2.0232 5.9602 -2.8138 0.70 0.33 1.08
H 3.2887 6.0405 -4.4676 0.07 -0.10 0.04
C 1.5375 -1.5258 0.0944 -0.51 1.58 0.87
N 2.2343 -0.1909 0.5063 -0.28 -0.43 -0.74
C 1.8886 0.1750 1.9725 1.20 -0.15 -1.15
C 3.7779 -0.3972 0.3125 -1.49 0.33 1.61
C 1.7822 0.9586 -0.4186 1.23 -0.51 0.44
C 0.5086 1.6848 -0.1017 -1.13 0.29 0.69
O -0.6211 0.8847 0.1960 -0.11 -0.60 -0.38
H 1.6947 -2.2475 0.8959 0.16 0.01 -0.22
H 1.8412 -1.8948 -0.8853 0.34 0.30 0.20
H 0.4939 -1.2119 0.0718 -0.08 -0.50 -0.08
H 0.8419 0.4406 2.1208 0.06 -0.49 -0.35
H 2.4970 1.0558 2.1776 0.01 -0.05 0.19
H 2.2301 -0.6559 2.5900 -0.22 0.12 0.04
H 3.9916 -1.1822 1.0379 0.32 -0.43 -0.61
H 4.3009 0.4675 0.7208 -0.14 0.24 -0.41
H 4.0082 -0.5922 -0.7349 -0.11 -0.13 0.26
H 1.8055 0.5914 -1.4446 0.12 -0.11 0.11
H 2.5872 1.6730 -0.2457 0.03 0.21 -0.55
H 0.1690 2.2643 -0.9602 0.96 0.49 -0.10
H 0.6002 2.3390 0.7653 0.47 0.24 -0.13
H -1.1621 1.0191 -0.5856 -0.70 -0.59 0.19
C -5.0619 -0.5537 4.4642 0.86 -0.46 1.53
C -6.0895 -0.7916 3.4135 -1.39 -0.01 0.16
C -5.9715 -2.1214 2.6568 0.68 1.68 -2.31
N -7.2257 -2.5261 1.8799 -0.91 0.91 0.90
C -7.7143 -1.4082 0.8514 1.55 -0.89 0.97
C -8.3358 -2.8828 2.8691 -0.72 1.53 -0.56
C -8.7871 -4.2754 2.5187 -0.85 -0.30 -0.64
C -8.4859 -4.4219 0.9780 1.70 0.33 2.24
C -7.0339 -3.8003 1.1194 -0.21 -0.20 -0.83
H -5.4134 0.0371 5.3100 -0.37 0.53 -0.42
H -4.1577 -0.0617 4.1059 0.07 -0.41 -0.03
H -4.8570 -1.4771 5.0060 0.63 -0.27 -0.30
H -6.0808 0.1217 2.8187 -0.34 -0.40 -0.68
H -7.0497 -0.8299 3.9280 -0.25 0.23 0.01
H -5.5322 -2.9131 3.2636 -0.60 -0.27 -0.11
H -5.3511 -1.9409 1.7789 0.97 -0.22 0.39
H -8.4477 -1.8970 0.2100 0.06 0.38 0.21
H -6.8250 -1.1049 0.2988 -0.01 -0.42 -0.29
H -8.0247 -0.4762 1.3238 -0.47 -0.54 0.44
H -9.0633 -2.1018 2.6483 -0.63 -0.45 0.00
H -8.1004 -2.6447 3.9064 0.66 -0.58 -0.11
H -9.8381 -4.3991 2.7800 0.01 -0.07 -0.04
H -8.2178 -5.0289 3.0630 -0.01 0.02 -0.03
H -9.1855 -3.8689 0.3512 0.24 -0.03 -0.02
H -8.4503 -5.4784 0.7121 0.07 0.23 -0.22
H -6.4411 -3.5979 0.2273 -0.27 0.03 -0.13
H -6.4057 -4.3976 1.7802 -0.20 -0.43 -0.21
C -4.9298 4.5100 -2.0205 1.51 -0.24 -3.02
F -5.9886 4.0731 -1.4635 -2.06 -0.96 0.78
F -5.1273 5.8318 -2.2826 0.76 -0.87 0.32
F -3.9061 4.2530 -1.2584 1.30 0.85 1.65
S -4.4236 3.6099 -3.6745 1.41 0.81 0.10
O -5.6841 3.6876 -4.3703 0.60 -0.10 -0.06
O -3.2439 4.3636 -4.1834 -2.31 -1.60 1.42
N -3.9570 1.9171 -3.1682 -0.24 4.57 0.73
S -4.4630 1.1743 -4.4091 -1.16 -3.89 -4.00
O -5.8669 0.8241 -4.4330 0.09 -0.15 0.75
O -3.9845 1.6183 -5.7144 0.25 0.18 1.10
C -3.5638 -0.5551 -4.2653 -0.91 2.55 0.54
F -3.6195 -1.0403 -3.0105 0.12 -0.29 -0.30
F -4.1867 -1.4211 -5.0888 1.37 0.59 0.51
F -2.2742 -0.2666 -4.5454 -0.66 -1.38 -0.29
C 7.2618 3.9075 -3.2842 0.75 0.15 0.53
F 8.5458 4.2264 -2.9338 -0.95 -1.06 -0.55
F 6.6166 3.5749 -2.1362 0.41 -0.29 -1.11
F 6.7429 5.0544 -3.6920 -0.71 0.45 -0.59
S 7.1905 2.5243 -4.6922 1.92 -0.50 -0.21
O 8.1377 2.8321 -5.7852 -2.33 1.20 2.18
O 7.5796 1.3203 -3.9906 -0.68 1.08 0.31
N 5.4640 2.5158 -5.0401 3.94 3.83 1.79
S 5.4713 1.2542 -5.8596 -3.07 -8.57 -2.03
O 6.5010 1.0030 -6.8613 -0.94 0.80 0.95
O 5.1142 0.0615 -5.0078 0.62 2.67 -1.84
C 3.8707 1.3507 -6.9294 1.18 -2.09 -0.37
F 3.5437 0.1156 -7.3635 0.06 -0.66 1.21
F 2.8392 1.7968 -6.2351 -0.35 0.93 -0.11
F 4.0674 1.9276 -8.1039 -0.01 2.28 -0.04
C -1.0343 6.6432 5.2059 1.41 0.95 0.70
F 0.2376 6.3245 5.5728 -0.30 0.45 -0.93
F -1.0598 7.1053 3.9375 0.11 -0.48 1.04
F -1.7080 5.5535 5.3296 -1.24 -1.28 -0.40
S -1.5546 7.9373 6.4826 0.30 4.06 2.70
O -0.5289 8.0457 7.5009 1.50 0.05 -1.63
O -1.8110 9.1927 5.6849 0.29 -3.47 1.63
N -2.6641 7.3266 7.6138 -1.27 0.33 -4.68
S -4.0530 7.2614 6.7500 -1.64 -1.03 2.27
O -3.9481 7.4029 5.3029 -0.17 -0.22 1.13
O -4.9018 6.2019 7.3279 1.03 1.55 -1.15
C -4.9305 8.8417 7.4081 -0.03 -0.69 -1.52
F -6.2375 8.6884 7.0324 0.69 0.67 0.40
F -4.8488 8.9502 8.7135 -0.28 -0.36 0.67
F -4.4413 9.9913 6.9153 -0.42 -0.50 -0.29
C -0.4478 -7.9167 0.6405 1.03 -2.29 2.45
F -0.0320 -9.2681 0.6876 -1.69 1.92 -0.46
F 0.6766 -7.2780 0.7834 1.15 1.31 0.51
F -0.9443 -7.5590 -0.4877 -1.30 -0.35 -1.38
S -1.5448 -7.5052 2.2044 0.00 1.45 -0.93
O -0.5708 -7.5183 3.2890 -1.14 -0.61 -1.45
O -2.1868 -6.1832 2.0231 0.60 -2.25 -0.50
N -2.6841 -8.8197 2.0015 1.26 2.96 -1.14
S -2.7458 -9.2946 3.4521 0.87 -1.94 4.96
O -1.5641 -10.0949 3.7778 -1.74 0.05 0.13
O -3.0785 -8.2454 4.4416 -0.40 -1.52 -1.29
C -4.2382 -10.5958 3.5935 1.09 0.22 -0.62
F -4.3619 -11.1295 4.8133 -0.42 1.56 0.77
F -5.3822 -10.0090 3.1637 0.32 -0.50 0.60
F -4.0166 -11.7021 2.8934 0.13 0.14 -1.60
C 4.1234 -7.1749 -5.4015 -2.86 -2.18 -0.89
F 2.9754 -6.6110 -4.8493 2.01 -0.28 -0.47
F 4.6376 -6.3764 -6.3109 0.11 0.16 0.48
F 4.9837 -7.5279 -4.4760 -0.02 0.66 0.07
S 3.3703 -8.8479 -6.2410 0.72 1.71 -4.30
O 2.6124 -9.5074 -5.2407 -0.27 0.05 1.10
O 2.5960 -8.4590 -7.4738 2.36 -0.32 2.96
N 4.8836 -9.6776 -6.6836 -2.73 1.45 1.02
S 4.4285 -11.1607 -6.4169 0.59 -3.15 1.39
O 4.3623 -11.5761 -5.0005 0.54 0.43 -2.12
O 3.3666 -11.6582 -7.2699 0.26 0.26 0.18
C 5.9081 -12.2244 -7.1023 0.45 2.66 -0.02
F 6.1008 -11.9956 -8.4616 0.74 0.72 1.54
F 7.0115 -12.1651 -6.2959 0.42 1.81 -1.04
F 5.6846 -13.4609 -7.0463 -2.32 -4.04 0.03
C 7.5550 0.9048 5.3678 1.27 -0.63 0.25
F 7.4776 0.9706 6.7044 -0.17 -0.12 -0.70
F 6.4715 1.4298 4.8325 -0.21 0.23 -0.13
F 8.6545 1.6057 4.9915 -0.91 -0.14 0.08
S 7.8856 -0.8646 4.7755 1.32 -2.88 -2.31
O 7.9318 -1.0128 3.3080 -0.51 1.88 1.92
O 9.1785 -1.2252 5.3996 -2.47 1.60 -0.57
N 6.5074 -1.7726 5.2316 1.49 3.76 -0.75
S 7.1934 -3.0119 5.8135 0.52 -5.10 2.10
O 7.7920 -3.9032 4.7967 -0.75 1.24 1.73
O 7.9140 -2.7503 7.0630 -0.93 -0.96 -1.06
C 5.5877 -4.0317 6.4110 2.40 1.91 0.23
F 4.9757 -3.3891 7.3862 -0.79 0.92 0.44
F 4.7182 -4.1012 5.3848 0.49 -1.45 0.70
F 6.0458 -5.1447 7.0590 -0.82 -0.15 -1.95
```
Forces are in eV/Å.

Electronic energy in hartree: -11992.57741
Molecular weight in g mol⁻¹: 2017.467
Charge: -3
LUMO energy in eV: 1.545
Frontier orbital gap in eV: 5.40
Energy relative to the best compared isomer or geometry (same formula, charge and spin) in eV: 13.815
HOMO in eV: -3.9

=====

# 3
# C17H34ClINOP2Sm

C17H34ClINOP2Sm as an isolated structure in a non-equilibrium geometry (ωB97M-V/def2-TZVPD, the OMol25 dataset).

Structure (XYZ):
```
58
Properties=species:S:1:pos:R:3:forces:R:3
C 3.5581 -1.8484 -4.0069 0.36 0.80 -0.73
C 3.6256 -3.1953 -3.5883 -0.21 -6.55 2.61
H 4.2104 -1.7188 -4.9096 -0.38 -0.18 0.58
H 3.9732 -1.2227 -3.1772 -0.58 -0.31 -0.50
H 2.4992 -1.6428 -4.3041 0.67 0.03 0.47
O 3.6323 -4.2952 -3.1933 0.08 6.17 -2.35
I 1.0288 -2.2109 -0.4635 0.49 -1.00 -0.19
Sm 0.4767 0.5995 -0.6315 -1.01 1.00 0.62
P -1.9331 -0.3764 -1.8985 -1.17 -0.36 -0.16
C -3.0911 -1.4729 -0.9996 0.15 -0.02 0.27
C -2.9798 1.0829 -2.2022 0.14 0.09 -0.03
H -3.8430 0.8114 -2.8225 0.18 0.18 0.13
H -2.8182 -1.0113 -4.0944 0.35 -0.11 0.18
H -2.3635 1.8445 -2.6958 -0.33 -0.01 0.00
H -1.0335 -0.7462 -4.0759 -0.28 -0.17 -0.22
H -3.2852 -1.0289 -0.0136 -0.04 -0.17 -0.20
H -3.3142 1.4746 -1.2365 0.00 0.04 -0.16
C -1.8843 -1.1809 -3.5376 0.35 0.08 -0.04
H -4.0413 -1.5836 -1.5433 0.32 0.07 0.12
H -1.7085 -2.2549 -3.4026 -0.03 0.22 -0.10
H -2.6274 -2.4588 -0.8624 -0.16 0.23 0.00
P 2.4020 0.8880 1.4566 0.52 0.58 0.23
C 2.4546 0.1404 3.1175 -0.04 -0.38 0.13
C 4.1317 0.6225 0.9293 -0.17 -0.09 -0.11
H 2.2566 3.2237 0.8669 0.13 -0.01 0.35
H 3.2749 2.9647 2.3480 -0.29 0.16 -0.12
H 1.4704 2.8812 2.4318 0.20 0.10 -0.14
C 2.3567 2.6801 1.8172 0.07 -0.13 0.01
H 4.2466 0.9782 -0.1028 0.16 0.02 0.29
H 4.8084 1.1520 1.6152 -0.06 -0.21 -0.33
H 3.4773 0.1631 3.5198 -0.32 0.04 -0.04
H 2.1373 -0.9091 3.0201 0.08 0.27 0.26
H 4.3197 -0.4580 0.9525 0.12 0.22 0.00
H 1.8017 0.6903 3.8114 0.46 -0.19 -0.17
Cl 1.3396 2.6102 -1.8859 0.29 0.01 -0.26
C -1.4290 1.3604 5.0062 0.01 0.45 0.02
N -0.7235 0.2848 4.2611 -0.02 -0.61 -0.70
C -0.3445 -0.8529 5.1676 0.23 0.11 -0.40
C -1.4694 -0.2404 2.9886 0.20 0.22 -0.06
C -1.9128 0.9287 2.1431 -1.28 -0.25 -0.12
C -3.1744 1.4885 2.4056 0.46 -0.23 0.45
C -3.5193 2.7133 1.8450 -0.37 0.24 -0.18
C -2.6207 3.3745 0.9988 0.21 -0.37 0.19
C -1.4056 2.7361 0.6554 -1.19 0.56 0.06
C -1.1234 1.4539 1.1256 2.13 -0.45 0.13
H -2.4184 1.0270 5.3001 -0.05 -0.16 0.00
H -1.5262 2.2661 4.3969 0.08 -0.39 0.05
H -0.8387 1.5844 5.8927 -0.04 -0.01 0.01
H 0.1377 0.6843 3.8895 -0.15 0.06 -0.01
H -1.2832 -1.2837 5.5068 0.17 -0.21 0.14
H 0.2667 -1.5753 4.6011 -0.47 0.25 0.22
H 0.2513 -0.4782 6.0075 -0.28 -0.01 -0.19
H -0.7704 -0.8969 2.4426 -0.02 0.33 0.37
H -2.2853 -0.8585 3.3624 -0.09 0.14 0.10
H -3.8341 0.9436 3.0922 0.02 0.49 -0.21
H -4.4876 3.1723 2.0899 0.49 -0.25 -0.21
H -2.9030 4.3521 0.6079 0.27 -0.18 0.09
H -0.6810 3.2721 0.0323 -0.37 -0.17 -0.14
```
Forces are in eV/Å.

Electronic energy in hartree: -2896.19816
Molecular weight in g mol⁻¹: 643.130
Charge: +2
LUMO energy (spin up / spin down) in eV: -7.276 / -7.276
Multiplicity: 6
Frontier orbital gap (spin up / spin down) in eV: 5.89 / 5.88
HOMO (spin up / spin down) in eV: -13.2 / -13.2

=====

# 4
# C2H3FO2

One molecule with the formula C2H3FO2 in a non-equilibrium geometry (ωB97M-V/def2-TZVPD, the OMol25 dataset).

Structure (XYZ):
```
8
Properties=species:S:1:pos:R:3:forces:R:3
C 0.1318 -0.0812 0.7388 -1.43 0.61 -1.09
C 0.2958 0.3025 -0.7222 -2.74 -4.53 0.32
O -1.2558 0.0791 0.8692 0.27 -0.31 1.06
O -1.6818 -0.1962 -0.4795 3.67 1.00 -1.02
F 0.8605 -0.6939 -1.4006 -0.06 0.29 0.05
H 0.5704 -1.0579 0.8477 -0.37 -0.95 -0.16
H 0.6085 0.5094 1.4499 0.92 1.49 1.23
H 0.4707 1.1381 -1.3031 -0.27 2.41 -0.39
```
Forces are in eV/Å.

Electronic energy in hartree: -328.12719
Molecular weight in g mol⁻¹: 78.042
LUMO energy (spin up / spin down) in eV: -0.644 / -0.646
Frontier orbital gap (spin up / spin down) in eV: 8.48 / 8.47
Energy relative to the best compared isomer or geometry (same formula, charge and spin) in eV: 6.200
HOMO (spin up / spin down) in eV: -9.1 / -9.1

=====

> Look up the electronic energy of the fourth one.

-328.12719 hartree